{"formula": "C2HNO5S", "method": "ωB97M-V with the def2-TZVPD basis set", "gap_ev": 7.21, "homo_energy_ev": -0.580, "lumo_energy_ha": 0.244, "total_charge": -2, "elements": ["S", "O", "O", "O", "O", "O", "N", "C", "C", "H"], "coordinates": [[1.35, 0.89, -0.01], [2.24, 1.54, 0.94], [-2.25, -0.40, -1.39], [2.05, -0.82, -0.33], [1.40, 1.55, -1.30], [-2.62, 0.62, 0.61], [-0.53, -1.50, 1.28], [-2.00, -0.01, -0.22], [-0.87, -0.71, 0.51], [1.23, -1.16, -0.08]], "nbo_charge": [1.70, -1.05, -0.74, -1.00, -1.04, -0.70, -0.49, 0.71, 0.16, 0.45]}



{"formula": "C2HNOS", "method": "ωB97M-V with the def2-TZVPD basis set", "gap_ev": 10.90, "homo_energy_ev": -10.625, "lumo_energy_ha": 0.010, "total_charge": 0, "elements": ["S", "O", "N", "C", "C", "H"], "coordinates": [[2.21, -0.20, -1.32], [-0.74, 0.17, -1.33], [-1.08, -0.08, 0.94], [1.78, -0.55, 0.07], [-0.96, 0.15, -0.21], [-1.20, 0.51, 1.85]], "nbo_charge": [0.23, -0.53, -0.76, -0.23, 0.84, 0.45]}



{"formula": "C2HO2P2", "method": "ωB97M-V with the def2-TZVPD basis set", "gap_ev": [6.52, 6.53], "homo_energy_ev": [-3.199, -3.200], "lumo_energy_ha": [0.122, 0.122], "total_charge": -1, "elements": ["P", "P", "O", "O", "C", "C", "H"], "coordinates": [[1.16, -0.68, -0.64], [-0.85, -0.74, 0.18], [-0.15, 0.53, 1.12], [2.08, 0.84, 1.52], [1.23, 0.39, 0.84], [-1.64, 0.18, -1.12], [-1.82, -0.51, -1.90]], "nbo_charge": [-0.25, 0.66, -0.81, -0.64, 0.51, -0.58, 0.10]}



{"formula": "C2HO2S2", "method": "ωB97M-V with the def2-TZVPD basis set", "smiles": "O=C([O-])C(=S)S", "gap_ev": 7.47, "homo_energy_ev": -4.330, "lumo_energy_ha": 0.115, "total_charge": -1, "elements": ["S", "S", "O", "O", "C", "C", "H"], "coordinates": [[1.29, -0.85, -1.27], [-1.49, -0.09, -0.64], [0.09, -0.41, 1.79], [1.19, 1.45, 1.34], [0.50, 0.49, 1.03], [0.22, -0.01, -0.41], [-1.80, -0.58, -1.85]], "nbo_charge": [-0.08, 0.07, -0.72, -0.70, 0.69, -0.36, 0.10]}



{"formula": "C2HO3PS", "method": "ωB97M-V with the def2-TZVPD basis set", "gap_ev": 5.82, "homo_energy_ev": -0.866, "lumo_energy_ha": 0.182, "total_charge": -2, "elements": ["S", "P", "O", "O", "O", "C", "C", "H"], "coordinates": [[1.57, -2.59, -2.55], [-1.09, 1.66, 1.73], [-2.55, 1.53, 1.48], [-0.33, 2.72, 1.03], [-0.48, 0.93, 2.87], [-0.19, -0.94, -0.65], [0.49, -1.59, -1.41], [2.59, -1.73, -2.51]], "nbo_charge": [-0.14, 2.46, -1.15, -1.16, -1.15, -0.30, -0.65, 0.10]}



{"formula": "C2HO3Pd", "method": "ωB97M-V with the def2-TZVPD basis set", "gap_ev": [5.98, 8.40], "homo_energy_ev": [-13.017, -16.625], "lumo_energy_ha": [-0.259, -0.302], "s2": 2.013, "total_charge": 1, "spin_multiplicity": 3, "elements": ["Pd", "O", "O", "O", "C", "C", "H"], "coordinates": [[0.25, -0.57, -0.59], [-2.99, -0.53, -0.21], [1.90, -0.83, -0.01], [-0.91, 0.27, 0.15], [1.59, 0.39, 0.03], [-2.22, 0.20, 0.21], [2.38, 1.07, 0.42]], "nbo_charge": [1.18, -0.43, -0.46, -0.69, 0.32, 0.79, 0.28]}